Entry 1:
DFT (ωB97M-V/def2-TZVPD) results for 2 unconnected molecules or ions with the total composition C15H18N3 in a non-equilibrium geometry.

```
! RIJCOSX wB97M-V def2-TZVPD def2/J DEFGRID3
* xyz 1 1
C -1.27508 -2.25533 1.18117
C 0.05552 -1.63537 1.13657
N 0.24344 -0.32677 1.15876
C 1.52780 0.28439 1.15791
C 2.77736 -0.30688 1.16381
C 3.90038 0.54934 1.17132
C 3.74051 1.94997 1.17415
C 2.46592 2.53063 1.17078
C 1.35666 1.68547 1.16317
C -0.05215 1.95741 1.16479
C -0.74269 0.71821 1.16376
C -2.12965 0.68066 1.16814
C -2.82632 1.90814 1.17201
C -2.14154 3.13501 1.17182
C -0.74326 3.16709 1.16845
H -1.12496 -3.34312 1.18028
H -1.85054 -2.01140 2.08654
H -1.89100 -2.01827 0.29997
H 0.95581 -2.24735 1.15312
H 2.85954 -1.39342 1.16305
H 4.90505 0.12565 1.17489
H 4.62428 2.59133 1.17934
H 2.29875 3.60735 1.17416
H -2.65787 -0.26960 1.17784
H -3.91567 1.90932 1.17706
H -2.70300 4.07165 1.17511
H -0.16639 4.08999 1.16917
C -0.19775 -2.53433 -4.25316
N -0.61634 -1.55018 -3.27234
N -1.84750 -1.96658 -2.67898
H 0.71406 -2.15795 -4.71353
H 0.01626 -3.47175 -3.73548
H -0.95050 -2.71600 -5.03089
H -0.79878 -0.65049 -3.70241
H -1.67764 -2.84936 -2.20241
H -2.13272 -1.25746 -2.00793
*
```

For the HOMO energy, the calculation gives -10.415 eV. The calculation puts the molecular weight at 240.33 g/mol. The HOMO-LUMO gap is 5.391 eV. As for the strongest force on any atom: 0.0488 hartree/bohr. The value obtained for the total energy is -20309.546 eV. The energy relative to the best compared isomer or geometry (same formula, charge and spin) is 0.00 kcal per mole.

Here are the natural (NBO) charges for atoms 1 to 8, given in e: -0.725 0.316 -0.242 0.078 -0.187 -0.185 -0.166 -0.197

Entry 2:
DFT (ωB97M-V/def2-TZVPD) results for 14 unconnected molecules or ions with the total composition C70H70N14 in a non-equilibrium geometry.

```
! RIJCOSX wB97M-V def2-TZVPD def2/J DEFGRID3
* xyz 0 1
N 3.06580 -0.98050 -4.13512
C 2.23580 -1.67677 -3.38729
C 0.87219 -1.51633 -3.45300
C 0.26144 -0.77143 -4.45253
C 1.13907 -0.07553 -5.25805
C 2.51869 -0.19991 -5.08285
H 2.70547 -2.22047 -2.58073
H 0.25555 -2.00860 -2.70435
H -0.80994 -0.59303 -4.51927
H 0.84996 0.57655 -6.05922
H 3.25211 0.31394 -5.71509
N 1.97515 -2.90440 2.97282
C 1.55094 -1.88618 3.73051
C 2.08812 -1.62410 4.99748
C 3.14813 -2.46489 5.43450
C 3.64399 -3.46139 4.63995
C 2.94427 -3.66754 3.41973
H 0.84639 -1.24262 3.32299
H 1.83915 -0.73144 5.55078
H 3.54735 -2.39184 6.46010
H 4.44727 -4.15689 4.85507
H 3.25986 -4.47268 2.76125
N 1.59037 5.08581 0.12212
C 2.22122 5.66104 1.17775
C 3.51741 5.31556 1.57882
C 4.18767 4.34894 0.78336
C 3.55352 3.83866 -0.32882
C 2.25984 4.24722 -0.58251
H 1.68434 6.47541 1.63628
H 4.12977 5.87896 2.30067
H 5.22331 4.13821 1.00528
H 3.96021 3.07852 -0.96034
H 1.73756 3.74119 -1.39526
N 4.01941 1.46270 5.13020
C 3.06308 1.48601 4.20688
C 3.32253 1.39378 2.85341
C 4.60741 1.14216 2.43372
C 5.65166 1.10580 3.39019
C 5.27799 1.32839 4.71104
H 2.02745 1.44819 4.49294
H 2.49375 1.40622 2.18679
H 4.83100 0.96640 1.40030
H 6.66504 0.96039 3.10277
H 5.95070 1.42491 5.52829
N 4.30632 -2.48518 0.01651
C 4.44243 -1.97791 1.26442
C 5.65091 -1.93644 1.91156
C 6.77385 -2.45567 1.25623
C 6.67325 -3.01571 -0.01041
C 5.41130 -2.94321 -0.57127
H 3.53945 -1.69488 1.76685
H 5.57908 -1.53912 2.92457
H 7.73162 -2.42927 1.70707
H 7.41091 -3.42102 -0.56107
H 5.31537 -3.38300 -1.52506
N -2.57243 -3.45977 -2.86831
C -3.50944 -4.39410 -2.78478
C -4.16699 -4.71464 -1.59736
C -3.96306 -3.92585 -0.50649
C -3.11602 -2.85367 -0.60710
C -2.41005 -2.67239 -1.75835
H -3.58530 -4.94370 -3.73013
H -4.93436 -5.45051 -1.57067
H -4.55742 -4.12128 0.39868
H -3.07460 -2.11388 0.18004
H -1.75405 -1.82740 -1.85953
N -6.47606 1.06545 1.24164
C -5.95304 0.86114 0.03335
C -4.57579 0.92473 -0.26020
C -3.71938 1.15587 0.82449
C -4.24769 1.31247 2.08395
C -5.61242 1.26080 2.27344
H -6.66478 0.75132 -0.78870
H -4.18367 0.74775 -1.25987
H -2.64820 1.10870 0.64448
H -3.63062 1.41904 2.94106
H -6.13437 1.22645 3.26363
N -0.12602 3.28447 -6.34463
C -1.33495 3.53486 -6.84820
C -2.06306 4.67998 -6.66698
C -1.55038 5.62220 -5.75927
C -0.34383 5.36987 -5.10956
C 0.34055 4.20072 -5.48679
H -1.65305 2.72358 -7.48246
H -3.02692 4.82730 -7.11656
H -2.03020 6.57668 -5.64721
H 0.02918 6.05999 -4.34256
H 1.26996 3.91191 -4.99753
N 1.62186 1.37000 -1.36412
C 2.08275 0.47232 -0.51497
C 1.26673 -0.51514 0.06260
C -0.06717 -0.54589 -0.21819
C -0.54351 0.37456 -1.13494
C 0.35543 1.25349 -1.72722
H 3.16011 0.46952 -0.30571
H 1.67865 -1.24116 0.70145
H -0.81231 -1.16802 0.16320
H -1.57182 0.37127 -1.49232
H -0.04934 1.97943 -2.38952
N -2.93733 0.33193 -3.98137
C -4.12140 -0.18310 -4.00578
C -5.30807 0.53699 -3.82983
C -5.21473 1.92326 -3.78397
C -3.92171 2.45230 -3.88144
C -2.83030 1.65597 -3.97042
H -4.18209 -1.29512 -3.93110
H -6.26794 -0.01060 -3.87765
H -6.13879 2.49677 -3.82462
H -3.75852 3.51664 -3.97178
H -1.82540 1.99504 -3.95569
N -2.60686 3.73030 -1.25025
C -3.79046 4.12192 -0.85219
C -4.02075 4.89902 0.26916
C -2.92101 5.33057 1.01841
C -1.63670 4.87489 0.60527
C -1.53737 4.10852 -0.51700
H -4.61745 3.80599 -1.48088
H -5.01877 5.20278 0.47953
H -3.16994 6.06977 1.77442
H -0.74047 5.18742 1.08368
H -0.58919 3.77535 -0.86064
N -0.29226 2.75577 4.38014
C -0.13424 2.75599 3.03097
C -0.36434 1.65761 2.25188
C -0.83401 0.47947 2.88277
C -0.98944 0.52093 4.27858
C -0.68599 1.69916 5.00387
H 0.13519 3.72574 2.64419
H -0.27971 1.83765 1.20879
H -1.09578 -0.44203 2.37968
H -1.41199 -0.32761 4.78904
H -0.78327 1.76881 6.08808
N -2.03211 -2.70322 2.41869
C -2.69945 -2.84970 3.56013
C -2.63502 -3.90845 4.43871
C -1.70138 -4.91044 4.05506
C -0.98207 -4.76696 2.89339
C -1.19090 -3.63904 2.05174
H -3.43314 -2.03568 3.71708
H -3.37005 -3.97328 5.30159
H -1.74486 -5.76234 4.70605
H -0.28502 -5.56089 2.68279
H -0.60292 -3.48185 1.16586
N 2.02208 -5.20099 0.18785
C 1.34775 -6.21261 0.67514
C 0.19544 -6.72181 -0.03332
C -0.15586 -6.07297 -1.28487
C 0.70900 -5.05380 -1.75950
C 1.77016 -4.63614 -0.97313
H 1.76791 -6.64519 1.57069
H -0.48560 -7.56790 0.30170
H -1.01006 -6.42606 -1.87577
H 0.49630 -4.58881 -2.74171
H 2.32142 -3.70553 -1.27475
*
```

For the HOMO energy, the calculation gives -8.945 eV. The calculation puts the molecular weight at 1107.43 g/mol. The HOMO-LUMO gap is 9.552 eV. As for the strongest force on any atom: 0.0889 hartree/bohr. The value obtained for the total energy is -94582.735 eV. The energy relative to the best compared isomer or geometry (same formula, charge and spin) is 37.30 kcal per mole.

Here are the Löwdin charges for atoms 1 to 8, given in e: 0.056 -0.174 -0.089 -0.060 -0.077 -0.142 0.073 0.077